1.
This record from the OMol25 dataset describes a molecular structure, C35H95MnN8O9 at a distorted geometry. The level of theory is ωB97M-V/def2-TZVPD.

Properties
* DFT total energy: -99493.4581 eV
* net charge: +1
* E_LUMO (alpha / beta): -0.168 / -0.170 hartree
* HOMO (alpha / beta): -10.2327 / -10.2327 eV
* ⟨S²⟩: 8.7557
* 2S+1: 6

CARTESIAN COORDINATES (ANGSTROEM)
Mn: 3.81 0.41 -2.80
C: -0.23 0.03 -0.82
C: 1.08 0.83 -0.93
C: 1.75 0.96 0.45
O: 1.96 0.23 -1.84
H: -0.90 0.15 -1.67
H: -0.72 0.25 0.13
H: -0.08 -1.04 -0.62
H: 0.78 1.82 -1.29
H: 2.08 -0.01 0.80
H: 1.03 1.34 1.18
H: 2.57 1.69 0.41
C: 4.86 3.90 -0.34
C: 5.10 2.68 -1.19
C: 5.47 1.40 -0.35
O: 5.00 0.17 -0.94
C: 5.25 -0.99 -0.16
N: 3.92 2.39 -2.05
H: 4.78 4.84 -0.87
H: 5.70 3.93 0.36
H: 3.97 3.73 0.28
H: 5.94 2.85 -1.87
H: 5.19 1.43 0.70
H: 6.55 1.35 -0.52
H: 6.31 -1.27 -0.15
H: 4.71 -1.90 -0.38
H: 4.96 -0.77 0.87
H: 3.78 3.15 -2.72
H: 3.10 2.49 -1.44
C: -2.68 -2.55 4.20
C: -2.32 -2.33 2.72
C: -3.60 -2.12 1.89
O: -4.54 -3.14 2.11
C: -5.82 -2.78 1.65
N: -1.36 -1.26 2.53
H: -1.82 -2.66 4.86
H: -3.34 -3.39 4.39
H: -3.20 -1.70 4.67
H: -1.94 -3.30 2.38
H: -3.30 -2.05 0.84
H: -4.06 -1.17 2.19
H: -6.17 -1.87 2.14
H: -6.52 -3.60 1.84
H: -5.85 -2.65 0.56
H: -1.71 -0.40 2.96
H: -1.27 -1.08 1.54
C: -4.22 -2.49 -5.89
C: -4.82 -3.55 -4.98
C: -4.68 -3.24 -3.49
O: -3.33 -2.94 -3.13
C: -3.14 -2.62 -1.76
N: -6.24 -3.68 -5.35
H: -4.67 -1.53 -5.62
H: -4.38 -2.73 -6.94
H: -3.13 -2.40 -5.81
H: -4.34 -4.52 -5.13
H: -4.92 -4.18 -2.97
H: -5.41 -2.49 -3.17
H: -3.54 -3.43 -1.15
H: -3.69 -1.70 -1.52
H: -2.08 -2.45 -1.61
H: -6.64 -4.53 -4.98
H: -6.80 -2.98 -4.87
C: 4.55 -5.44 3.59
C: 3.41 -5.45 2.57
C: 3.51 -4.34 1.49
O: 2.19 -4.11 1.01
C: 2.22 -3.19 -0.07
N: 3.28 -6.74 1.94
H: 5.48 -5.64 3.05
H: 4.46 -6.18 4.39
H: 4.60 -4.43 3.99
H: 2.51 -5.14 3.11
H: 4.20 -4.66 0.70
H: 3.85 -3.40 1.93
H: 1.21 -2.88 -0.33
H: 2.59 -3.71 -0.97
H: 2.87 -2.36 0.17
H: 2.44 -6.78 1.37
H: 3.14 -7.49 2.61
C: -3.17 1.79 0.95
C: -2.23 2.17 2.07
C: -2.03 3.67 2.27
O: -3.23 4.21 2.83
C: -3.12 5.56 3.19
N: -2.60 1.58 3.37
H: -4.17 2.20 1.10
H: -3.14 0.70 0.89
H: -2.84 2.23 0.01
H: -1.21 1.83 1.83
H: -1.93 4.16 1.29
H: -1.16 3.93 2.88
H: -2.86 6.16 2.30
H: -2.41 5.73 4.01
H: -4.07 5.92 3.56
H: -3.31 2.18 3.77
H: -1.80 1.65 3.99
C: -2.37 0.07 -4.26
C: -1.53 1.29 -4.72
C: -1.93 2.54 -3.95
O: -3.31 2.78 -4.14
C: -3.71 3.95 -3.46
N: -0.09 1.06 -4.59
H: -3.42 0.30 -4.45
H: -2.39 -0.09 -3.18
H: -2.18 -0.85 -4.81
H: -1.87 1.53 -5.72
H: -1.29 3.40 -4.17
H: -1.81 2.35 -2.87
H: -3.64 3.86 -2.36
H: -4.78 4.08 -3.65
H: -3.11 4.80 -3.77
H: 0.17 0.20 -5.06
H: 0.20 0.85 -3.64
C: 2.40 -1.91 3.46
C: 1.61 -2.30 4.71
C: 2.44 -2.40 5.96
O: 3.33 -3.49 5.81
C: 4.22 -3.76 6.86
N: 0.51 -1.36 4.85
H: 1.73 -1.81 2.61
H: 3.18 -2.63 3.23
H: 2.88 -0.96 3.71
H: 1.23 -3.28 4.38
H: 1.85 -2.67 6.85
H: 2.90 -1.42 6.15
H: 4.91 -4.55 6.59
H: 3.71 -4.06 7.79
H: 4.77 -2.83 7.07
H: -0.09 -1.52 5.64
H: -0.03 -1.48 3.98
C: 2.35 6.63 -3.33
C: 2.42 5.13 -3.04
C: 1.03 4.59 -2.76
O: 0.45 5.36 -1.72
C: -0.92 5.08 -1.54
N: 3.10 4.44 -4.17
H: 3.32 6.99 -3.69
H: 2.05 7.13 -2.41
H: 1.63 6.90 -4.11
H: 3.04 5.00 -2.15
H: 1.02 3.52 -2.52
H: 0.42 4.73 -3.66
H: -1.43 5.33 -2.48
H: -1.40 5.66 -0.76
H: -1.14 4.04 -1.28
H: 3.72 5.17 -4.49
H: 2.42 4.33 -4.92

***

2.
This record from the OMol25 dataset describes a molecular structure, C44H57NNbS2 at a distorted geometry. The level of theory is ωB97M-V/def2-TZVPD.

Properties
* DFT total energy: -71256.4601 eV
* net charge: -1
* E_LUMO: 0.068 hartree
* HOMO: -5.0523 eV

CARTESIAN COORDINATES (ANGSTROEM)
C: -1.21 -1.81 2.33
C: -0.65 -0.79 1.35
N: -1.55 -0.48 0.24
C: -1.16 0.77 -0.43
C: -1.63 1.97 0.41
C: -1.66 -1.56 -0.64
S: -0.66 -1.85 -1.89
S: -3.00 -2.66 -0.36
C: -4.42 -1.50 -0.14
C: -4.95 -1.54 1.30
C: -5.49 -0.20 1.85
Nb: -6.64 1.12 0.40
H: -2.28 -1.66 2.44
H: -0.76 -1.68 3.31
H: -1.07 -2.82 2.00
H: -0.45 0.12 1.91
H: 0.32 -1.14 0.97
H: -0.08 0.84 -0.55
H: -1.67 0.81 -1.38
H: -0.82 2.66 0.64
H: -2.47 2.46 -0.06
H: -2.00 1.59 1.36
H: -4.03 -0.53 -0.40
H: -5.18 -1.82 -0.82
H: -5.68 -2.34 1.38
H: -4.12 -1.83 1.93
H: -6.21 -0.44 2.63
H: -4.68 0.34 2.32
H: -8.26 0.81 1.23
H: -7.00 -0.21 -0.84
H: -5.10 1.49 -0.57
H: -6.33 2.52 1.58
H: -7.37 2.44 -0.64
C: -3.80 -8.73 -1.72
C: -2.73 -8.23 -2.46
C: -2.35 -6.90 -2.31
C: -3.01 -6.08 -1.41
C: -4.07 -6.58 -0.67
C: -4.47 -7.90 -0.83
H: -4.10 -9.76 -1.84
H: -2.21 -8.87 -3.15
H: -1.52 -6.51 -2.89
H: -2.71 -5.05 -1.28
H: -4.59 -5.94 0.03
H: -5.30 -8.29 -0.25
C: 2.77 0.25 -0.67
C: 3.04 1.30 0.20
C: 4.18 2.07 0.01
C: 5.04 1.80 -1.04
C: 4.76 0.75 -1.91
C: 3.63 -0.03 -1.72
H: 1.88 -0.35 -0.53
H: 2.37 1.51 1.02
H: 4.40 2.89 0.69
H: 5.93 2.41 -1.19
H: 5.43 0.54 -2.73
H: 3.41 -0.84 -2.40
C: 1.05 6.65 3.12
C: 0.57 7.39 2.05
C: 0.48 6.81 0.79
C: 0.85 5.49 0.61
C: 1.33 4.75 1.68
C: 1.43 5.33 2.94
H: 1.13 7.11 4.10
H: 0.28 8.42 2.19
H: 0.11 7.39 -0.05
H: 0.77 5.03 -0.37
H: 1.62 3.71 1.54
H: 1.80 4.75 3.77
C: 9.66 1.39 0.02
C: 10.62 2.40 0.08
C: 10.36 3.56 0.80
C: 9.15 3.71 1.46
C: 8.20 2.70 1.41
C: 8.45 1.55 0.68
H: 9.86 0.49 -0.55
H: 11.57 2.28 -0.43
H: 11.10 4.35 0.84
H: 8.95 4.61 2.02
H: 7.26 2.82 1.92
H: 7.70 0.77 0.63
C: 7.48 6.73 -1.29
C: 6.92 7.40 -2.38
C: 6.90 6.79 -3.63
C: 7.42 5.52 -3.79
C: 7.98 4.85 -2.70
C: 8.01 5.46 -1.46
H: 7.50 7.21 -0.32
H: 6.51 8.39 -2.25
H: 6.47 7.31 -4.47
H: 7.40 5.04 -4.76
H: 8.38 3.86 -2.83
H: 8.44 4.94 -0.61
C: -10.49 -8.40 0.79
C: -9.96 -7.39 1.60
C: -8.76 -6.79 1.26
C: -8.09 -7.18 0.11
C: -8.61 -8.18 -0.69
C: -9.81 -8.79 -0.35
H: -11.43 -8.87 1.06
H: -10.49 -7.08 2.49
H: -8.35 -6.01 1.89
H: -7.15 -6.71 -0.16
H: -8.09 -8.48 -1.59
H: -10.22 -9.57 -0.98

***

3.
This record from the OMol25 dataset describes a molecular structure, C36H36AsN3O6PbS at a distorted geometry. The level of theory is ωB97M-V/def2-TZVPD.

Properties
* DFT total energy: -131590.4662 eV
* net charge: 0
* E_LUMO: -0.060 hartree
* HOMO: -7.9727 eV

CARTESIAN COORDINATES (ANGSTROEM)
Pb: 0.42 -0.86 0.80
S: -0.57 1.36 4.18
C: 0.25 2.78 4.29
C: 0.90 3.21 5.44
C: 1.49 4.49 5.44
C: 1.45 5.37 4.38
C: 0.76 4.95 3.21
C: 0.24 3.64 3.14
As: -0.61 2.48 1.67
C: -2.58 2.68 1.83
C: -3.40 1.70 1.19
C: -4.80 1.79 1.22
C: -5.40 2.86 1.89
C: -4.61 3.87 2.46
C: -3.19 3.81 2.42
C: -0.38 4.02 0.35
C: 0.92 4.25 -0.12
C: 1.22 5.20 -1.09
C: 0.19 5.92 -1.67
C: -1.18 5.63 -1.32
C: -1.44 4.66 -0.30
H: 1.18 2.60 6.31
H: 2.04 4.78 6.36
H: 1.93 6.36 4.47
H: 0.63 5.50 2.31
H: -2.94 0.86 0.60
H: -5.40 0.95 0.86
H: -6.49 2.92 1.99
H: -5.10 4.72 2.95
H: -2.54 4.60 2.82
H: 1.69 3.66 0.42
H: 2.26 5.34 -1.39
H: 0.50 6.67 -2.36
H: -1.96 6.13 -1.86
H: -2.47 4.38 -0.05
N: 3.25 -1.51 3.12
C: 3.33 -0.19 3.61
C: 2.02 0.16 4.33
O: 1.98 0.34 5.53
O: 0.96 0.14 3.51
H: 2.75 -1.63 2.24
H: 4.09 -2.07 3.06
H: 3.43 0.56 2.76
H: 4.08 0.03 4.35
C: -2.42 -0.43 -2.94
C: -1.37 -0.98 -1.98
N: -0.80 -0.39 -1.02
H: -3.40 -0.71 -2.61
H: -2.22 -0.71 -3.95
H: -2.34 0.64 -2.86
O: 2.31 1.43 0.40
C: 2.72 0.62 -0.49
C: 3.54 1.05 -1.75
C: 3.43 -0.18 -2.67
C: 2.60 -1.17 -1.78
O: 2.03 -2.23 -2.22
N: 2.47 -0.72 -0.47
H: 4.61 1.22 -1.48
H: 3.10 1.94 -2.22
H: 4.37 -0.63 -2.97
H: 2.82 -0.04 -3.67
C: 0.04 -8.18 -4.42
C: -0.12 -6.96 -3.58
C: 0.74 -6.57 -2.54
C: 0.54 -5.45 -1.73
C: 1.44 -5.18 -0.58
C: -0.62 -4.61 -2.00
C: -1.53 -4.97 -2.97
C: -2.88 -4.36 -3.20
C: -1.21 -6.06 -3.80
C: -0.73 -3.25 -1.43
O: -1.14 -2.33 -2.33
O: -0.30 -2.92 -0.30
H: -0.92 -8.64 -4.67
H: 0.61 -8.94 -3.86
H: 0.54 -7.97 -5.41
H: 1.68 -7.13 -2.40
H: 2.39 -5.72 -0.81
H: 1.10 -5.51 0.41
H: 1.70 -4.09 -0.63
H: -3.21 -3.73 -2.40
H: -3.68 -5.14 -3.26
H: -2.95 -3.78 -4.15
H: -1.83 -6.35 -4.61

***

4.
This record from the OMol25 dataset describes a single C2H3NO2 molecule at a distorted geometry. The level of theory is ωB97M-V/def2-TZVPD.

Properties
* DFT total energy: -7701.1400 eV
* net charge: 0
* E_LUMO (alpha / beta): -0.024 / 0.029 hartree
* HOMO (alpha / beta): -7.8978 / -8.9976 eV

CARTESIAN COORDINATES (ANGSTROEM)
C: -0.22 0.99 0.27
C: -0.57 -0.48 0.17
N: 1.77 -0.20 -0.03
O: 0.74 -1.11 0.05
O: 1.28 0.93 -0.03
H: -0.83 1.50 -0.43
H: -1.17 -1.05 0.85
H: -1.00 -0.59 -0.84